1.
{"formula": "C12H31NO3Si", "method": "ωB97M-V with the def2-TZVPD basis set", "gap_ev": 8.39, "smiles": "NC[SiH2]C[C@H]1CO1.CCOCC.CCOCC", "homo_ev": -8.53, "symbols": ["N", "C", "Si", "C", "C", "C", "O", "H", "H", "H", "H", "H", "H", "H", "H", "H", "H", "H", "C", "C", "O", "C", "C", "H", "H", "H", "H", "H", "H", "H", "H", "H", "H", "C", "C", "O", "C", "C", "H", "H", "H", "H", "H", "H", "H", "H", "H", "H"], "coordinates": [[-0.13822, 2.79834, 2.87195], [0.63345, 2.85936, 1.55901], [1.27503, 1.05300, 1.12941], [-0.04384, 0.16906, 0.02046], [0.90147, -1.21229, -0.60399], [1.37053, -2.34863, 0.61013], [0.20059, -2.59697, -0.52640], [-1.07675, 3.23892, 2.75270], [0.39857, 3.31910, 3.61181], [1.60196, 3.52153, 1.70856], [-0.01919, 3.30821, 0.66870], [2.56843, 1.09248, 0.40588], [1.40962, 0.22980, 2.33933], [-0.93538, -0.29909, 0.61635], [-0.34738, 0.75952, -0.94302], [1.71747, -0.97212, -1.52868], [2.47410, -2.22648, 0.16451], [1.43459, -3.49667, 0.53077], [3.72152, 0.41286, -4.63970], [3.40746, 1.06582, -3.30388], [3.43026, 2.48922, -3.34719], [2.50923, 3.11281, -4.23997], [1.05657, 2.78932, -3.93217], [4.70374, 0.74023, -5.00417], [3.72721, -0.67724, -4.54192], [2.98922, 0.67685, -5.40528], [4.16810, 0.76160, -2.57796], [2.44910, 0.71411, -2.90999], [2.75894, 2.86079, -5.27631], [2.65638, 4.19390, -4.14071], [0.84709, 1.72094, -4.02289], [0.39423, 3.32071, -4.62141], [0.80747, 3.08531, -2.90753], [-3.81104, -2.12948, 4.85211], [-4.53918, -2.87987, 3.74934], [-4.65425, -2.13984, 2.53790], [-3.43301, -1.74736, 1.91439], [-2.54588, -2.92052, 1.53191], [-4.31526, -1.17806, 5.06504], [-3.78344, -2.72669, 5.76889], [-2.78173, -1.89376, 4.57459], [-5.55896, -3.09296, 4.08510], [-4.07010, -3.84969, 3.55772], [-2.89535, -1.03694, 2.55166], [-3.70467, -1.20172, 1.00403], [-2.23540, -3.50032, 2.40425], [-1.64328, -2.56591, 1.02626], [-3.08004, -3.60117, 0.86040]]}

***

2.
{"formula": "C5H7N", "method": "ωB97M-V with the def2-TZVPD basis set", "gap_ev": 8.80, "homo_ev": -8.05, "symbols": ["C", "N", "C", "C", "C", "C", "H", "H", "H", "H", "H", "H", "H"], "coordinates": [[0.45110, 0.67540, 2.09436], [0.08051, 0.33026, 0.74723], [-0.23758, 1.13664, -2.14796], [-0.35793, -0.14269, -1.80463], [-0.20134, -1.22082, -1.02774], [0.10194, -0.88341, 0.36792], [-0.40797, 1.13788, 2.59460], [1.24016, 1.43515, 2.05294], [0.80600, -0.17175, 2.70377], [-1.18102, 1.68957, -2.24299], [-0.36935, -0.02829, -3.00425], [-0.28723, -2.24243, -1.37500], [0.36273, -1.71551, 1.04176]]}

***

3.
{"formula": "C31H54BrIrNO9SbSi", "method": "ωB97M-V with the def2-TZVPD basis set", "charge": 1, "gap_ev": [8.68, 5.79], "spin_multiplicity": 6, "homo_ev": [-10.97, -11.98], "symbols": ["Ir", "O", "C", "O", "C", "C", "C", "C", "C", "O", "C", "C", "O", "O", "H", "H", "H", "H", "H", "H", "H", "H", "Br", "C", "C", "C", "C", "C", "N", "H", "H", "H", "H", "C", "C", "C", "C", "O", "Si", "O", "O", "C", "C", "C", "C", "O", "C", "C", "C", "C", "H", "H", "H", "H", "H", "H", "H", "H", "H", "H", "H", "H", "H", "H", "H", "H", "H", "H", "H", "H", "H", "H", "H", "H", "H", "H", "H", "C", "C", "Sb", "C", "C", "C", "C", "H", "H", "H", "H", "H", "H", "H", "H", "H", "H", "H", "H", "H", "H", "H"], "coordinates": [[0.34740, -0.03249, -0.65459], [0.74982, -1.03565, 3.39953], [0.32999, -0.26614, 2.57266], [-0.35318, -0.34197, 1.53484], [0.83712, 1.28131, 2.99159], [-0.15179, 2.29241, 2.42031], [0.17620, 3.66261, 3.02619], [1.48426, 4.02909, 2.27949], [1.66951, 2.79623, 1.38763], [0.30533, 2.42954, 1.06833], [2.12421, 1.62301, 2.27615], [2.68982, 0.40300, 1.41489], [3.54548, -0.25062, 1.94755], [2.20224, 0.25400, 0.22802], [0.89285, 1.25192, 4.07429], [-1.19098, 1.99002, 2.45358], [0.28491, 3.62882, 4.10960], [-0.62761, 4.35708, 2.78738], [2.33253, 4.17176, 2.94655], [1.36850, 4.93027, 1.67889], [2.24516, 2.93478, 0.47888], [2.94193, 1.86455, 2.94698], [2.72345, 1.72924, -2.70969], [1.60431, 0.58341, -3.70643], [1.95060, 0.26514, -5.00706], [1.07486, -0.52209, -5.73068], [-0.09862, -0.95755, -5.13629], [-0.34196, -0.60961, -3.82814], [0.49109, 0.16629, -3.11451], [2.87252, 0.63388, -5.43216], [1.30878, -0.79227, -6.75239], [-0.81085, -1.56642, -5.67273], [-1.22370, -0.95966, -3.30825], [2.20451, -3.26854, 1.39037], [1.25712, -4.31680, 0.83494], [-0.15928, -4.08977, 1.34013], [1.74190, -5.71070, 1.17646], [1.24173, -4.24550, -0.61335], [1.25302, -2.99034, -1.62884], [0.14286, -1.81461, -1.16554], [0.84883, -3.55432, -3.10384], [0.14128, -4.75503, -3.49898], [-0.14518, -4.60431, -4.98184], [1.03204, -5.96501, -3.26160], [-1.16144, -4.87066, -2.71760], [2.64493, -2.16714, -1.72673], [3.96258, -2.57002, -2.16884], [4.04618, -2.37176, -3.67420], [4.23635, -4.02470, -1.80996], [4.93600, -1.65821, -1.44514], [2.23628, -3.31893, 2.47847], [1.87320, -2.26981, 1.10776], [3.21798, -3.40116, 1.00870], [-0.18483, -4.13876, 2.43000], [-0.83191, -4.85241, 0.94230], [-0.52503, -3.10768, 1.02998], [1.73553, -5.86021, 2.25723], [2.75924, -5.86438, 0.81145], [1.09265, -6.45858, 0.71753], [0.77337, -4.35873, -5.51881], [-0.87816, -3.81545, -5.15992], [-0.54391, -5.53569, -5.38534], [1.95176, -5.87982, -3.84486], [0.51472, -6.87484, -3.57106], [1.29001, -6.05370, -2.20644], [-1.72620, -3.93634, -2.79025], [-0.96622, -5.07275, -1.66298], [-1.77685, -5.67742, -3.11756], [3.22253, -2.88389, -4.17576], [4.98968, -2.76512, -4.05557], [3.99711, -1.30711, -3.91524], [3.54146, -4.70123, -2.31355], [4.14415, -4.18404, -0.73467], [5.25072, -4.28770, -2.11080], [4.74810, -0.61634, -1.71017], [5.96137, -1.91119, -1.71994], [4.82595, -1.75962, -0.36271], [-4.27709, 2.07766, -2.82864], [-3.14326, 1.07222, -2.61669], [-1.75676, 1.68520, -1.12056], [-1.08960, 3.43068, -2.13153], [0.01546, 4.25043, -1.46817], [-3.10881, 2.36827, 0.37254], [-3.16197, 3.88947, 0.50314], [-4.94294, 1.72582, -3.61816], [-3.90532, 3.05608, -3.13474], [-4.88671, 2.21309, -1.93551], [-2.56390, 0.94890, -3.53117], [-3.53017, 0.09194, -2.33528], [-1.98620, 4.02999, -2.28984], [-0.76442, 3.05726, -3.10546], [-0.30201, 4.66739, -0.51276], [0.30019, 5.08214, -2.11571], [0.90647, 3.64848, -1.29236], [-2.83697, 1.89252, 1.31183], [-4.07421, 1.95615, 0.08035], [-2.18442, 4.31294, 0.73773], [-3.84562, 4.17420, 1.30486], [-3.51881, 4.36393, -0.41158]]}

***

4.
{"formula": "H18O9", "method": "ωB97M-V with the def2-TZVPD basis set", "gap_ev": 10.59, "smiles": "O.O.O.O.O.O.O.O.O", "homo_ev": -11.01, "symbols": ["H", "H", "H", "H", "H", "H", "H", "H", "H", "H", "H", "H", "H", "H", "H", "H", "H", "H", "O", "O", "O", "O", "O", "O", "O", "O", "O"], "coordinates": [[-0.23769, -1.11855, -0.84598], [-0.69010, 0.02805, -0.05220], [-3.72483, -1.46429, -1.73925], [-2.85330, -2.72253, -1.25048], [1.60321, -2.58952, -0.90274], [2.40483, -3.75037, -1.21446], [-3.87681, 0.87422, -0.60668], [-4.40377, 1.67392, 0.67879], [3.13297, -0.56046, -0.12531], [4.55569, 0.14587, -0.03475], [0.17887, 3.71967, -0.75931], [-0.76440, 3.09740, 0.01688], [-2.63268, -1.13474, 0.88303], [-2.81651, 0.15654, 1.54677], [4.15244, 1.78471, -1.37355], [3.87734, 1.63341, 0.14769], [0.61074, 0.17543, 1.84187], [0.23171, 0.10504, 3.30714], [0.07065, -0.57665, -0.18113], [-3.67816, -2.23182, -1.09238], [2.15860, -3.25740, -0.47945], [-3.87522, 1.71346, -0.15804], [4.07349, -0.70767, -0.28110], [-0.71020, 3.46641, -0.88804], [-2.14213, -0.46154, 1.35658], [4.39844, 2.19190, -0.45452], [0.95683, -0.19050, 2.66063]]}

***

5.
{"formula": "C24H28N2O3S", "method": "ωB97M-V with the def2-TZVPD basis set", "gap_ev": 8.52, "smiles": "C=CC[C@H]1CC(C)=C[C@H](CC=C)N1C(=O)c1cc(COc2ccccc2SC)on1", "homo_ev": -7.86, "symbols": ["C", "C", "C", "H", "H", "C", "C", "C", "C", "H", "H", "H", "C", "H", "C", "N", "C", "O", "C", "N", "O", "C", "C", "H", "C", "O", "C", "C", "C", "C", "C", "C", "S", "C", "H", "H", "H", "H", "H", "H", "H", "H", "H", "H", "C", "C", "C", "H", "H", "H", "H", "H", "H", "H", "H", "H", "H", "H"], "coordinates": [[3.87947, 2.88835, 1.52759], [4.77098, 2.23658, 0.80409], [4.61795, 1.97129, -0.65719], [3.84072, 2.60916, -1.07671], [5.55776, 2.17379, -1.17460], [4.23321, 0.49386, -0.94349], [5.36428, -0.40233, -0.56057], [5.40194, -1.07983, 0.57658], [6.55094, -1.93496, 1.00323], [6.23205, -2.97078, 1.11884], [7.35732, -1.89644, 0.27578], [6.93015, -1.59818, 1.96792], [4.22232, -0.99673, 1.49911], [4.18233, -1.86860, 2.15374], [2.91534, -0.90406, 0.71011], [2.97985, 0.16342, -0.26920], [1.87721, 0.77773, -0.73596], [1.88543, 1.57132, -1.66250], [0.58182, 0.53148, -0.03404], [-0.08080, -0.59701, -0.04198], [-1.26172, -0.38260, 0.57813], [-1.33533, 0.89682, 0.96303], [-0.18775, 1.54283, 0.59665], [0.07728, 2.56820, 0.74015], [-2.56095, 1.37248, 1.68154], [-3.71383, 0.64096, 1.36726], [-4.17272, 0.64471, 0.07849], [-3.64853, 1.38158, -0.96761], [-4.22127, 1.29460, -2.22965], [-5.31289, 0.47845, -2.44364], [-5.84706, -0.26232, -1.39974], [-5.28345, -0.18689, -0.13953], [-5.83883, -1.06073, 1.28709], [-7.20454, -2.07195, 0.63927], [-6.83890, -2.73791, -0.13648], [-8.00162, -1.43424, 0.26894], [-7.56206, -2.65254, 1.48368], [-6.69967, -0.89528, -1.58381], [-5.75762, 0.40920, -3.42457], [-3.80130, 1.86958, -3.04029], [-2.79272, 2.02218, -0.82165], [-2.69545, 2.44632, 1.48599], [-2.43057, 1.22961, 2.76087], [2.11102, -0.65656, 1.41448], [2.52902, -2.24680, 0.04258], [3.41119, -2.63569, -1.10151], [3.11491, -2.37393, -2.36128], [3.76468, -2.65654, -3.17222], [2.20705, -1.85917, -2.63055], [4.32585, -3.15706, -0.85481], [2.54977, -3.02123, 0.81181], [1.50372, -2.13929, -0.31529], [4.31837, -0.10954, 2.13213], [6.18737, -0.42648, -1.25912], [4.05243, 0.41792, -2.02447], [5.66837, 1.84085, 1.26290], [4.00545, 3.05718, 2.58418], [2.98460, 3.29178, 1.08243]]}

***

6.
{"formula": "C20H22FN5O4", "method": "ωB97M-V with the def2-TZVPD basis set", "gap_ev": 7.61, "smiles": "O=C(CN1CCC(NC(=O)Nc2ccc(F)cc2)CC1)Nc1ccccc1[N+](=O)[O-]", "homo_ev": -8.31, "symbols": ["O", "C", "N", "C", "C", "C", "C", "C", "C", "N", "O", "O", "H", "H", "H", "H", "H", "C", "N", "C", "C", "H", "H", "C", "N", "C", "O", "N", "C", "C", "C", "C", "C", "C", "H", "H", "F", "H", "H", "H", "H", "C", "C", "H", "H", "H", "H", "H", "H", "H", "H", "H"], "coordinates": [[0.60911, 4.63264, -1.07347], [0.20060, 3.87094, -0.22741], [0.37037, 3.99004, 1.12074], [1.02653, 4.95943, 1.84008], [1.62685, 6.05605, 1.20678], [2.27719, 7.03288, 1.92687], [2.35519, 6.95991, 3.31410], [1.77405, 5.89669, 3.96217], [1.11083, 4.89194, 3.25000], [0.54662, 3.83396, 4.02575], [0.62746, 3.90740, 5.23402], [0.00612, 2.89442, 3.45496], [1.81645, 5.80884, 5.03715], [2.86487, 7.72595, 3.87597], [2.72939, 7.86213, 1.40473], [1.56786, 6.11718, 0.13284], [-0.02320, 3.20277, 1.65613], [-0.62686, 2.63141, -0.56992], [-0.55879, 1.64837, 0.48908], [-1.73717, 0.82430, 0.66262], [-1.88223, -0.25805, -0.41395], [-2.76477, -0.86579, -0.21331], [-2.00428, 0.21080, -1.39441], [-0.63057, -1.13800, -0.41753], [-0.71389, -2.15987, -1.43928], [-0.60732, -3.48852, -1.14745], [-0.47214, -3.90080, -0.01762], [-0.67920, -4.28338, -2.27414], [-0.61670, -5.67366, -2.35927], [-0.45914, -6.49320, -1.24358], [-0.40278, -7.86561, -1.39407], [-0.50392, -8.41471, -2.65870], [-0.66080, -7.62296, -3.78124], [-0.71657, -6.25206, -3.62503], [-0.83909, -5.62239, -4.49527], [-0.73710, -8.07776, -4.75603], [-0.44840, -9.75798, -2.80557], [-0.28113, -8.51004, -0.53822], [-0.38237, -6.04702, -0.26685], [-0.79886, -3.81711, -3.16195], [-0.79173, -1.84809, -2.39379], [0.61207, -0.26426, -0.60763], [0.64505, 0.83649, 0.46052], [1.50398, 1.49103, 0.29451], [0.74872, 0.37741, 1.44741], [1.51193, -0.87510, -0.53170], [0.59165, 0.18439, -1.60474], [-0.55767, -1.67720, 0.53278], [-2.61794, 1.46984, 0.67472], [-1.65311, 0.34831, 1.64346], [-0.29454, 2.27480, -1.55509], [-1.66060, 2.97327, -0.68019]]}

***

| no. | energy (eV) |
| --- | --- |
| 1 | -28447.4677 |
| 2 | -6783.4409 |
| 3 | -140233.2911 |
| 4 | -18718.1944 |
| 5 | -45297.5225 |
| 6 | -39454.0747 |